# 1
C9H14 | ωB97M-V/def2-TZVPD

Computed properties:
M, g/mol: 122.211
HOMO-LUMO gap, eV: 10.0
LUMO, eV: 1.000
Structure (SMILES): Cc1ccccc1.CC
Relative energy (zero: lowest compared OMol25 entry of this formula, charge and spin), eV: 0.503
E, a.u.: -351.31170
Spin multiplicity: 1
HOMO energy, eV: -8.97

Each line ends with the natural charge from an NBO analysis.
Cartesian coordinates (Å):
C1 -1.834 2.082 0.231  -0.63
C2 -0.677 1.281 0.792  0.00
C3 0.429 1.885 1.377  -0.23
C4 1.506 1.108 1.792  -0.20
C5 1.501 -0.269 1.617  -0.23
C6 0.321 -0.873 1.232  -0.20
C7 -0.710 -0.103 0.710  -0.23
H1 -1.680 3.157 0.224  0.22
H2 -2.684 1.869 0.881  0.22
H3 -2.051 1.767 -0.791  0.22
H4 0.363 2.933 1.649  0.21
H5 2.267 1.643 2.354  0.21
H6 2.461 -0.747 1.753  0.22
H7 0.239 -1.952 1.172  0.21
H8 -1.514 -0.633 0.211  0.21
C8 0.517 -2.245 -2.488  -0.61
C9 -0.616 -2.045 -3.482  -0.61
H9 1.142 -3.112 -2.722  0.20
H10 1.203 -1.399 -2.548  0.21
H11 0.234 -2.394 -1.450  0.20
H12 -0.360 -2.435 -4.466  0.21
H13 -1.501 -2.617 -3.190  0.20
H14 -0.928 -1.013 -3.619  0.20

=====

# 2
C3H12O4S | ωB97M-V/def2-TZVPD

Computed properties:
M, g/mol: 144.192
HOMO-LUMO gap, eV: 5.9
Charge: -2
LUMO, eV: 5.995
Relative energy (zero: lowest compared OMol25 entry of this formula, charge and spin), eV: 1.920
E, a.u.: -820.56524
Spin multiplicity: 1
HOMO energy, eV: 0.14

Each line ends with the natural charge from an NBO analysis.
Cartesian coordinates (Å):
C1 0.165 -1.176 1.141  -0.03
O1 -1.118 -0.883 1.724  -0.94
C2 0.105 -0.627 -0.408  -0.43
C3 1.527 -0.812 -0.912  -0.53
S1 1.910 -0.279 -2.614  -0.79
H1 0.970 -0.587 1.673  0.14
H2 0.243 -2.296 1.260  0.13
H3 -0.148 0.410 -0.337  0.21
H4 -0.613 -1.129 -0.933  0.19
H5 1.859 -1.834 -0.904  0.17
H6 2.391 -0.461 -0.258  0.17
H7 -1.065 0.150 3.008  0.51
H8 -0.604 1.380 3.657  0.43
O2 -0.552 0.477 3.948  -1.04
H9 -2.995 0.782 1.792  0.42
H10 -2.091 -0.164 1.219  0.50
O3 -2.983 0.540 0.897  -1.10
H11 -0.603 1.560 -2.206  0.48
H12 0.705 2.314 -1.813  0.49
O4 -0.271 2.369 -1.977  -0.98

=====

# 3
C47H34BrF4INO2PPdTe | ωB97M-V/def2-TZVPD

Computed properties:
M, g/mol: 1192.588
HOMO-LUMO gap, eV: 7.3
LUMO, eV: -0.301
Relative energy (zero: lowest compared OMol25 entry of this formula, charge and spin), eV: 0.167
E, a.u.: -6025.12635
Spin multiplicity: 1
HOMO energy, eV: -7.60

Each line ends with the Löwdin charge.
Cartesian coordinates (Å):
Pd1 -0.660 -0.313 0.182  0.42
C1 -5.568 2.796 3.834  -0.06
C2 -4.729 2.200 2.733  -0.26
C3 -5.309 1.423 1.715  0.03
C4 -4.563 0.877 0.702  -0.09
C5 -5.223 0.135 -0.429  -0.30
O1 -5.343 0.661 -1.512  0.12
C6 -5.741 -1.241 -0.168  -0.15
C7 -6.598 -1.821 -1.100  -0.01
C8 -7.070 -3.106 -0.903  -0.08
C9 -6.676 -3.825 0.219  -0.08
C10 -5.814 -3.257 1.145  -0.08
C11 -5.350 -1.963 0.955  -0.03
C12 -3.151 0.998 0.687  -0.31
O2 -2.501 0.338 -0.214  -0.26
C13 -2.562 1.846 1.662  -0.08
C14 -3.375 2.422 2.660  0.01
C15 -1.182 2.281 1.510  -0.18
N1 -0.295 1.629 0.831  -0.01
C16 0.965 2.285 0.475  -0.33
C17 0.810 3.127 -0.778  -0.49
Te1 2.709 3.859 -1.429  1.32
C18 3.028 4.965 0.341  -0.56
C19 3.662 4.384 1.437  -0.15
C20 3.861 5.116 2.601  -0.09
C21 3.432 6.433 2.675  -0.10
C22 2.804 7.018 1.586  -0.09
C23 2.600 6.288 0.423  -0.14
C24 -0.819 3.601 2.117  -0.20
C25 -0.017 3.636 3.252  -0.03
C26 0.334 4.854 3.815  -0.07
C27 -0.107 6.039 3.242  -0.09
C28 -0.915 6.004 2.115  -0.06
C29 -1.279 4.787 1.557  -0.03
H1 -6.603 2.467 3.756  0.07
H2 -5.564 3.887 3.792  0.08
H3 -5.200 2.504 4.819  0.08
H4 -6.382 1.256 1.724  0.13
H5 -6.875 -1.247 -1.974  0.12
H6 -7.740 -3.554 -1.626  0.10
H7 -7.039 -4.834 0.369  0.10
H8 -5.495 -3.823 2.010  0.10
H9 -4.667 -1.519 1.667  0.12
H10 -2.909 3.057 3.405  0.12
H11 1.714 1.514 0.294  0.04
H12 1.332 2.909 1.291  0.09
H13 0.165 3.986 -0.599  0.04
H14 0.396 2.547 -1.603  0.01
H15 4.008 3.359 1.377  0.08
H16 4.356 4.656 3.447  0.10
H17 3.593 7.005 3.580  0.11
H18 2.470 8.046 1.639  0.11
H19 2.108 6.747 -0.425  0.09
H20 0.331 2.708 3.685  0.11
H21 0.958 4.878 4.700  0.11
H22 0.177 6.990 3.675  0.11
H23 -1.265 6.925 1.669  0.11
H24 -1.929 4.753 0.691  0.13
F1 6.247 0.633 -2.285  0.15
C30 5.167 0.243 -1.624  -0.14
C31 5.281 -0.255 -0.341  -0.13
F2 6.475 -0.356 0.234  0.14
C32 4.142 -0.654 0.335  -0.22
F3 4.318 -1.170 1.554  0.11
C33 2.870 -0.545 -0.214  -0.29
P1 1.409 -1.102 0.760  0.94
C34 1.827 -2.872 0.867  -0.39
C35 2.201 -3.491 2.051  -0.08
C36 2.561 -4.833 2.046  -0.07
C37 2.561 -5.550 0.861  -0.08
C38 2.194 -4.928 -0.327  -0.07
C39 1.822 -3.597 -0.324  -0.17
C40 1.620 -0.434 2.443  -0.36
C41 0.657 -0.843 3.368  -0.11
C42 0.687 -0.364 4.667  -0.07
C43 1.665 0.545 5.051  -0.08
C44 2.599 0.985 4.125  -0.07
C45 2.575 0.501 2.824  -0.09
C46 2.784 -0.082 -1.534  -0.59
Br1 1.174 -0.024 -2.508  0.88
C47 3.919 0.314 -2.218  -0.30
F4 3.850 0.770 -3.465  0.07
H25 2.225 -2.937 2.979  0.10
H26 2.849 -5.312 2.972  0.11
H27 2.844 -6.594 0.859  0.10
H28 2.182 -5.487 -1.254  0.11
H29 1.502 -3.124 -1.247  0.07
H30 -0.118 -1.542 3.067  0.11
H31 -0.057 -0.697 5.379  0.11
H32 1.689 0.920 6.066  0.11
H33 3.352 1.708 4.412  0.11
H34 3.313 0.859 2.117  0.10
I1 -1.502 -2.689 -0.420  0.23